1.
{"formula": "C4H12N2", "method": "wB97M-V/def2-TZVPD", "species": ["C", "C", "C", "N", "C", "N", "H", "H", "H", "H", "H", "H", "H", "H", "H", "H", "H", "H"], "positions_angstrom": [[-0.642, 1.167, 1.040], [-0.840, 0.726, -0.438], [-2.026, -0.176, -0.523], [0.406, 0.051, -0.967], [1.150, -1.028, -0.353], [1.917, -0.612, 0.990], [-1.304, 2.040, 1.002], [-0.605, 0.422, 1.945], [0.341, 1.685, 1.049], [-0.929, 1.702, -1.042], [-2.600, -0.271, -1.410], [-1.748, -1.179, -0.271], [-2.734, 0.500, 0.052], [0.951, 0.690, -1.523], [0.675, -1.945, -0.050], [1.993, -1.572, -1.059], [2.598, -1.327, 1.073], [1.257, -0.948, 1.721]], "mulliken_charge": [-1.23, 0.25, -1.10, -0.28, -0.52, -0.65, 0.47, 0.19, 0.38, 0.26, 0.35, 0.25, 0.28, 0.25, 0.33, 0.28, 0.28, 0.21], "gap_ev": 9.505, "lumo_ha": 0.0376, "energy_ev": -7320.5057, "relative_energy_kcal_mol": 58.2, "smiles": "CC(C)NCN", "homo_energy_ev": -8.482, "molar_mass_g_mol": 88.2, "total_charge": 0}

2.
{"formula": "C5H5NO2", "method": "wB97M-V/def2-TZVPD", "species": ["C", "C", "C", "C", "C", "H", "H", "H", "H", "H", "N", "O", "O"], "positions_angstrom": [[0.161, -0.904, -1.737], [0.086, -0.017, -0.467], [-1.720, 0.623, 0.714], [1.509, 0.411, -0.131], [2.731, 0.544, 0.243], [0.570, -0.207, -2.416], [-0.694, -1.498, -2.110], [0.851, -1.649, -1.595], [-2.308, 1.326, 1.178], [3.764, 0.723, 0.405], [-1.233, -0.346, 1.408], [-1.063, 0.899, -0.297], [-0.205, -0.926, 0.666]], "mulliken_charge": [-1.36, 1.23, -0.06, -0.89, -0.05, 0.38, 0.33, 0.42, 0.40, 0.46, -0.33, -0.33, -0.20], "gap_ev": 9.851, "lumo_ha": 0.0314, "energy_ev": -10845.2879, "relative_energy_kcal_mol": 139.0, "smiles": "C#C[C@]1(C)OC=NO1", "homo_energy_ev": -8.996, "molar_mass_g_mol": 111.1, "total_charge": 0}

3.
{"formula": "C7H7BrFNO2", "method": "wB97M-V/def2-TZVPD", "species": ["C", "C", "C", "C", "C", "C", "C", "N", "O", "O", "F", "Br", "H", "H", "H", "H", "H", "H", "H"], "positions_angstrom": [[-1.484, -0.390, -1.117], [-0.388, -1.067, -0.989], [-1.909, 0.830, -0.343], [0.766, -0.734, -0.152], [-1.163, 1.374, 0.627], [1.474, 0.460, -0.288], [2.693, 0.859, 0.508], [1.066, 1.476, -1.216], [1.030, 2.601, -0.830], [0.764, 1.051, -2.280], [-1.766, 2.409, 1.241], [4.264, -0.244, 0.170], [-2.264, -0.767, -1.873], [-0.435, -2.092, -1.514], [-2.878, 1.258, -0.547], [0.883, -1.590, 0.460], [-0.199, 1.231, 0.954], [2.531, 0.602, 1.540], [2.976, 1.951, 0.514]], "mulliken_charge": [-0.10, -0.47, -0.20, -0.21, -0.21, -0.14, -0.82, 1.13, -0.58, -0.56, -0.28, -0.14, 0.25, 0.26, 0.35, 0.45, 0.48, 0.35, 0.45], "gap_ev": 8.086, "lumo_ha": -0.0325, "energy_ev": -85711.4207, "relative_energy_kcal_mol": 29.5, "smiles": "O=[N+]([O-])\\C(=C/C=C\\C=C\\F)CBr", "homo_energy_ev": -8.971, "molar_mass_g_mol": 236.0, "total_charge": 0}

4.
{"formula": "C2H5ClNOP", "method": "wB97M-V/def2-TZVPD", "species": ["C", "C", "N", "O", "P", "Cl", "H", "H", "H", "H", "H"], "positions_angstrom": [[0.172, -1.085, -0.159], [-0.822, -0.047, 0.584], [1.473, 0.899, -0.463], [1.053, -0.355, -0.959], [-0.135, 1.688, 0.238], [-2.510, -0.256, -0.054], [0.608, -1.572, 0.680], [-0.317, -1.768, -0.908], [-0.643, -0.178, 1.659], [2.075, 0.690, 0.322], [-0.953, 1.983, -0.939]], "mulliken_charge": [-0.49, -0.08, -0.36, -0.29, 0.07, -0.18, 0.28, 0.34, 0.36, 0.27, 0.07], "gap_ev": 10.308, "lumo_ha": 0.0229, "energy_ev": -27501.0782, "relative_energy_kcal_mol": 85.8, "smiles": "Cl[C@H]1CONP1", "homo_energy_ev": -9.684, "molar_mass_g_mol": 125.5, "total_charge": 0}

5.
{"formula": "CH2I3P", "method": "wB97M-V/def2-TZVPD", "species": ["C", "P", "I", "I", "I", "H", "H"], "positions_angstrom": [[0.225, -0.213, -0.454], [-1.007, 0.780, 0.444], [-0.942, -2.103, -0.568], [0.489, 0.363, -2.571], [2.098, -0.607, 0.577], [0.074, 1.649, 0.711], [-0.937, 0.131, 1.861]], "mulliken_charge": [-0.66, -0.02, 0.12, 0.20, 0.20, 0.06, 0.10], "gap_ev": 8.123, "lumo_ha": -0.0444, "energy_ev": -34658.4302, "relative_energy_kcal_mol": 12.9, "homo_energy_ev": -9.331, "molar_mass_g_mol": 425.7, "total_charge": 0}

6.
{"formula": "C26H20BrF4N2PReS2", "method": "wB97M-V/def2-TZVPD", "species": ["Re", "F", "C", "C", "F", "C", "F", "C", "P", "C", "C", "C", "C", "C", "C", "C", "C", "C", "C", "C", "C", "C", "Br", "C", "F", "H", "H", "H", "H", "H", "H", "H", "H", "H", "H", "C", "C", "C", "N", "C", "C", "H", "H", "H", "H", "H", "S", "C", "N", "C", "C", "S", "H", "H", "H", "H", "H"], "positions_angstrom": [[-0.447, -0.194, 0.740], [1.907, -1.930, 7.299], [1.909, -1.753, 6.002], [3.016, -1.945, 5.244], [4.147, -2.321, 5.741], [2.948, -1.736, 3.793], [4.026, -1.995, 3.163], [1.765, -1.294, 3.091], [1.637, -1.241, 1.202], [1.743, -2.984, 0.820], [0.600, -3.789, 1.008], [0.680, -5.156, 0.838], [1.895, -5.751, 0.480], [3.034, -4.967, 0.320], [2.970, -3.596, 0.499], [3.102, -0.344, 0.726], [3.597, 0.695, 1.518], [4.685, 1.435, 1.083], [5.272, 1.152, -0.148], [4.766, 0.137, -0.951], [3.679, -0.613, -0.524], [0.719, -1.134, 3.880], [-0.982, -0.611, 3.106], [0.747, -1.352, 5.326], [-0.336, -1.155, 5.982], [-0.354, -3.372, 1.310], [-0.206, -5.760, 0.987], [1.951, -6.823, 0.337], [3.982, -5.417, 0.056], [3.877, -3.019, 0.384], [3.152, 0.934, 2.479], [5.087, 2.222, 1.706], [6.133, 1.719, -0.476], [5.232, -0.085, -1.903], [3.304, -1.415, -1.150], [1.031, 4.136, -0.695], [1.654, 3.012, -1.234], [1.248, 1.762, -0.837], [0.217, 1.587, 0.034], [-0.415, 2.691, 0.526], [-0.015, 3.965, 0.209], [1.351, 5.131, -0.979], [2.460, 3.105, -1.948], [1.726, 0.868, -1.208], [-1.249, 2.518, 1.197], [-0.526, 4.812, 0.646], [-0.914, -1.634, -0.900], [-2.395, -0.779, -1.332], [-3.001, -0.664, -2.461], [-4.196, 0.223, -2.450], [-3.950, 1.216, -1.310], [-3.056, 0.195, -0.055], [-2.733, -1.186, -3.293], [-5.078, -0.399, -2.287], [-4.284, 0.727, -3.410], [-4.875, 1.575, -0.864], [-3.321, 2.053, -1.607]], "mulliken_charge": [0.44, -0.16, 0.63, 0.22, -0.15, 0.48, -0.22, -0.75, 1.44, 1.24, -0.58, -0.86, -0.65, -0.84, -0.29, 0.69, -0.75, -0.95, -0.68, -0.85, -0.56, 0.95, -0.03, 0.04, -0.19, 0.40, 0.48, 0.46, 0.49, 0.50, 0.49, 0.51, 0.51, 0.51, 0.59, -0.19, -0.91, -0.14, -0.10, -0.16, -0.90, 0.49, 0.51, 0.76, 0.58, 0.49, -0.12, 0.47, -0.05, -0.57, -0.49, -0.01, 0.28, 0.35, 0.38, 0.47, 0.33], "spin_multiplicity": 2, "gap_ev": [6.426, 4.600], "lumo_ha": [-0.4960, -0.5626], "energy_ev": -144224.7924, "relative_energy_kcal_mol": 10.8, "homo_energy_ev": [-19.923, -19.908], "molar_mass_g_mol": 797.7, "total_charge": 4}

Copy entry 6 word for word.
{"formula": "C26H20BrF4N2PReS2", "method": "wB97M-V/def2-TZVPD", "species": ["Re", "F", "C", "C", "F", "C", "F", "C", "P", "C", "C", "C", "C", "C", "C", "C", "C", "C", "C", "C", "C", "C", "Br", "C", "F", "H", "H", "H", "H", "H", "H", "H", "H", "H", "H", "C", "C", "C", "N", "C", "C", "H", "H", "H", "H", "H", "S", "C", "N", "C", "C", "S", "H", "H", "H", "H", "H"], "positions_angstrom": [[-0.447, -0.194, 0.740], [1.907, -1.930, 7.299], [1.909, -1.753, 6.002], [3.016, -1.945, 5.244], [4.147, -2.321, 5.741], [2.948, -1.736, 3.793], [4.026, -1.995, 3.163], [1.765, -1.294, 3.091], [1.637, -1.241, 1.202], [1.743, -2.984, 0.820], [0.600, -3.789, 1.008], [0.680, -5.156, 0.838], [1.895, -5.751, 0.480], [3.034, -4.967, 0.320], [2.970, -3.596, 0.499], [3.102, -0.344, 0.726], [3.597, 0.695, 1.518], [4.685, 1.435, 1.083], [5.272, 1.152, -0.148], [4.766, 0.137, -0.951], [3.679, -0.613, -0.524], [0.719, -1.134, 3.880], [-0.982, -0.611, 3.106], [0.747, -1.352, 5.326], [-0.336, -1.155, 5.982], [-0.354, -3.372, 1.310], [-0.206, -5.760, 0.987], [1.951, -6.823, 0.337], [3.982, -5.417, 0.056], [3.877, -3.019, 0.384], [3.152, 0.934, 2.479], [5.087, 2.222, 1.706], [6.133, 1.719, -0.476], [5.232, -0.085, -1.903], [3.304, -1.415, -1.150], [1.031, 4.136, -0.695], [1.654, 3.012, -1.234], [1.248, 1.762, -0.837], [0.217, 1.587, 0.034], [-0.415, 2.691, 0.526], [-0.015, 3.965, 0.209], [1.351, 5.131, -0.979], [2.460, 3.105, -1.948], [1.726, 0.868, -1.208], [-1.249, 2.518, 1.197], [-0.526, 4.812, 0.646], [-0.914, -1.634, -0.900], [-2.395, -0.779, -1.332], [-3.001, -0.664, -2.461], [-4.196, 0.223, -2.450], [-3.950, 1.216, -1.310], [-3.056, 0.195, -0.055], [-2.733, -1.186, -3.293], [-5.078, -0.399, -2.287], [-4.284, 0.727, -3.410], [-4.875, 1.575, -0.864], [-3.321, 2.053, -1.607]], "mulliken_charge": [0.44, -0.16, 0.63, 0.22, -0.15, 0.48, -0.22, -0.75, 1.44, 1.24, -0.58, -0.86, -0.65, -0.84, -0.29, 0.69, -0.75, -0.95, -0.68, -0.85, -0.56, 0.95, -0.03, 0.04, -0.19, 0.40, 0.48, 0.46, 0.49, 0.50, 0.49, 0.51, 0.51, 0.51, 0.59, -0.19, -0.91, -0.14, -0.10, -0.16, -0.90, 0.49, 0.51, 0.76, 0.58, 0.49, -0.12, 0.47, -0.05, -0.57, -0.49, -0.01, 0.28, 0.35, 0.38, 0.47, 0.33], "spin_multiplicity": 2, "gap_ev": [6.426, 4.600], "lumo_ha": [-0.4960, -0.5626], "energy_ev": -144224.7924, "relative_energy_kcal_mol": 10.8, "homo_energy_ev": [-19.923, -19.908], "molar_mass_g_mol": 797.7, "total_charge": 4}